Entry 1:
DFT (ωB97M-V with the def2-TZVPD basis set) results for a structure of composition C9H28N5ORuSeSi.

Last column: Mulliken charge in e.
Geometry (Å):
O  2.03  0.85  -0.20  -0.510
N  -0.68  2.39  0.49  -0.510
C  2.64  -1.50  4.44  -0.932
H  0.13  -3.31  5.71  0.379
H  -2.69  1.41  -1.07  0.277
H  -2.18  1.98  1.90  0.326
H  -2.07  -0.73  -1.80  0.293
C  5.44  1.98  0.23  -0.998
H  -1.13  -2.65  0.40  0.310
H  -3.80  1.02  0.25  0.386
H  -0.19  2.99  1.15  0.250
H  2.90  -2.21  3.65  0.328
N  4.16  1.56  -0.33  -0.168
C  -0.14  -2.87  4.75  -0.936
H  0.12  -3.58  3.97  0.326
H  -0.61  2.86  -0.41  0.339
H  5.33  2.89  0.82  0.345
N  3.16  1.24  1.73  -0.207
H  -1.11  -3.00  -1.34  0.466
C  -2.15  -1.18  -0.81  -0.648
H  5.88  1.19  0.84  0.335
H  -1.21  -2.70  4.74  0.320
C  -2.74  1.15  -0.01  -0.672
H  -2.66  3.19  0.70  0.464
H  1.02  -2.10  -0.25  0.266
Si  0.81  -1.29  4.59  0.237
H  4.03  1.42  2.20  0.259
Ru  0.03  0.39  0.23  0.338
C  -1.05  -2.21  -0.59  -0.560
H  0.51  -0.19  6.71  0.389
C  0.25  0.08  5.68  -1.004
H  0.75  1.02  5.45  0.344
H  0.54  -1.38  -1.62  0.344
H  -0.83  0.23  5.64  0.336
C  -2.13  2.25  0.85  -0.510
Se  0.03  -0.43  2.41  0.011
H  -2.22  -0.48  1.12  0.371
C  3.09  1.21  0.38  0.568
H  2.40  0.83  2.24  -0.095
H  -3.13  -1.64  -0.73  0.409
N  0.28  -1.52  -0.65  -0.485
H  3.15  -0.56  4.25  0.283
H  6.12  2.19  -0.59  0.316
N  -1.97  -0.10  0.20  -0.058
H  3.02  -1.91  5.38  0.395
H  4.03  1.58  -1.33  0.283

Output
relative energy (zero: lowest compared OMol25 entry of this formula, charge and spin)	0.0918	eV
orbital gap (alpha / beta)	7.2 / 6.5	eV
multiplicity	2
net charge	+2
electronic energy	-95080.2263	eV



Entry 2:
DFT (ωB97M-V with the def2-TZVPD basis set) results for a cluster of 6 separate species, C9H30N7O7 in total.

Last column: Mulliken charge in e.
Geometry (Å):
H  4.60  2.54  0.23  0.251
H  2.25  3.42  2.32  0.150
H  -0.67  -2.26  -0.09  0.539
N  3.90  2.69  0.94  -0.428
C  -2.03  1.69  -2.70  -0.881
H  -1.01  0.56  -4.95  0.245
C  -2.16  2.99  -4.84  -1.586
C  0.66  0.10  3.47  -0.231
H  0.80  -2.46  1.43  0.052
H  0.12  -3.71  2.42  0.206
N  -0.41  1.26  -4.55  -0.590
O  -0.01  -1.64  5.09  -0.528
H  -0.93  0.28  4.92  0.252
H  -0.24  -2.04  4.25  0.303
N  2.97  -2.84  1.70  -0.440
H  -2.73  3.73  -4.28  0.411
C  -1.87  1.14  -0.47  -0.614
N  1.80  2.94  1.56  -0.381
H  -0.12  1.70  -5.41  0.275
O  -0.83  -1.77  -2.47  -0.585
C  -1.26  2.23  -3.84  0.565
H  -2.60  0.81  -2.98  0.308
H  0.81  1.18  3.41  0.195
O  2.48  -4.13  3.48  -0.768
H  -2.31  -3.42  -3.37  0.255
H  -2.40  -4.39  -1.94  0.155
H  -2.73  2.46  -2.36  0.385
C  2.13  -3.44  2.52  0.476
O  -1.17  1.31  -1.69  -0.100
H  2.45  -2.20  1.12  0.381
C  2.63  2.35  0.76  0.647
H  -2.84  2.31  -5.36  0.331
O  2.21  1.57  -0.06  -0.598
H  0.89  -0.15  0.60  -0.134
H  1.63  -0.37  3.31  0.293
H  0.81  2.84  1.37  0.234
N  -2.21  -3.49  -2.37  -0.466
H  -1.55  3.58  -5.52  0.418
H  4.12  3.43  1.58  0.123
H  -1.76  -3.60  -0.10  0.168
O  0.89  -1.10  0.35  -1.056
C  0.04  -0.22  4.87  -0.497
C  -1.44  -2.59  -1.85  0.458
H  0.73  0.24  5.57  0.361
N  -1.38  -2.80  -0.58  -0.380
H  -0.65  3.02  -3.42  0.146
H  -1.24  0.71  0.30  -0.003
H  3.86  -2.79  2.18  0.221
N  0.94  -3.25  2.05  -0.204
H  -2.66  0.45  -0.76  0.379
H  0.19  -0.65  1.76  0.400
O  -0.28  -0.20  2.47  -0.434
H  -2.44  1.97  -0.05  0.325

Output
orbital gap	7.5	eV
multiplicity	1
net charge	-1
electronic energy	-34583.4508	eV



Entry 3:
DFT (ωB97M-V with the def2-TZVPD basis set) results for a structure of composition C9H31O6.

Last column: Mulliken charge in e.
Geometry (Å):
H  3.46  1.80  -1.95  0.658
H  -0.21  -3.12  -2.19  0.252
H  -1.67  -2.35  -2.64  0.121
C  -2.23  1.66  1.93  -1.273
H  0.66  -0.16  -0.77  0.294
O  0.36  1.25  2.00  -0.630
H  -3.60  0.77  -1.54  0.216
H  -0.84  2.25  3.32  0.452
H  -1.00  -0.40  -0.25  0.219
C  4.01  0.94  0.57  -1.446
H  -0.66  -3.83  2.16  0.440
H  -0.56  3.53  0.36  0.279
O  -0.25  0.19  -0.50  -0.161
O  2.59  -0.74  -0.30  -0.494
C  -0.77  -3.13  1.41  -0.693
H  2.56  0.52  -2.43  0.255
H  -3.23  -1.56  0.28  0.169
H  1.01  1.44  2.61  0.310
H  1.94  1.62  -1.07  0.197
H  -0.68  -3.21  -3.84  0.339
H  -1.36  4.06  1.62  0.416
H  0.86  -2.38  1.42  0.196
H  -1.77  -2.75  1.65  0.140
H  -3.01  2.16  2.12  0.685
C  -0.48  3.44  1.47  -1.505
H  3.29  1.32  1.23  0.197
C  3.46  0.24  -0.67  0.775
H  -3.46  -0.75  -2.13  0.262
H  -1.02  -3.57  0.33  0.211
H  4.26  0.11  1.14  0.480
H  0.06  0.62  0.44  0.540
C  2.81  1.16  -1.59  -1.444
O  0.07  -2.00  1.30  -0.296
C  -3.79  -0.37  -1.25  -0.700
H  0.83  -1.51  -3.41  0.252
H  -2.29  1.67  0.82  0.175
H  -4.90  -0.72  -1.03  0.303
O  -2.92  -0.82  -0.28  -0.280
C  -0.63  -2.53  -2.95  -0.557
H  3.04  -1.48  -0.15  0.276
C  -0.74  2.21  2.23  0.409
H  -2.42  0.38  2.37  0.131
H  0.32  3.75  1.91  0.548
O  0.04  -1.32  -2.96  -0.407
H  4.32  -0.32  -1.16  0.338
H  4.57  1.94  0.37  0.350

Output
relative energy (zero: lowest compared OMol25 entry of this formula, charge and spin)	7.7066	eV
orbital gap	11.1	eV
multiplicity	1
net charge	+1
electronic energy	-22107.4995	eV



Entry 4:
DFT (ωB97M-V with the def2-TZVPD basis set) results for a cluster of 8 separate species, C9H31O9 in total.

Last column: Mulliken charge in e.
Geometry (Å):
O  -0.12  4.40  1.36  -0.563
H  -0.89  -3.71  2.13  0.186
C  -0.29  -4.16  1.34  -0.456
H  -0.07  2.56  0.29  0.001
H  -1.81  -4.09  0.05  0.510
C  -0.60  -0.53  1.79  -0.883
H  2.96  2.67  -1.91  0.118
C  0.22  -0.64  0.50  0.552
H  -1.70  3.24  0.72  0.051
C  -3.47  -2.31  -1.23  -0.725
C  4.73  -0.93  1.21  -0.250
H  -1.86  -2.04  -0.46  0.567
H  -0.85  0.51  2.00  0.205
H  4.47  -0.24  0.41  -0.056
H  -2.82  -1.94  -2.01  0.322
H  -0.80  3.87  -0.61  0.288
H  -3.86  2.03  0.53  0.268
H  5.77  -0.85  1.54  0.266
O  -0.37  -1.13  -0.49  -0.788
O  1.43  -0.32  0.50  -0.653
H  3.12  -0.21  1.98  0.359
H  1.19  1.92  -3.61  0.203
O  5.03  2.29  -1.63  -0.538
H  -4.07  -3.16  -1.58  0.270
H  0.46  -3.46  0.96  0.133
H  -0.23  1.64  -2.64  0.156
H  -5.16  -0.37  1.30  0.317
O  -5.17  0.43  0.75  -0.567
C  -0.68  3.46  0.39  -0.067
H  -4.21  -1.54  -1.01  0.148
H  0.05  -0.28  -2.30  0.303
O  -1.13  -4.72  0.30  -0.599
H  3.21  1.71  -0.68  0.032
H  5.72  2.26  -0.96  0.300
C  3.72  2.56  -1.14  -0.170
H  0.24  -4.94  1.88  0.355
H  4.55  -1.91  0.77  0.216
H  -3.29  0.84  1.77  0.235
H  -1.48  -1.16  1.73  0.205
H  3.64  3.47  -0.55  0.264
C  -3.87  0.99  0.86  -0.493
O  -2.65  -2.50  -0.16  -0.599
O  3.91  -0.67  2.30  -0.535
H  -0.01  -0.81  2.66  0.309
C  0.39  1.20  -3.43  -0.497
O  0.68  -0.18  -3.01  -0.494
H  0.02  1.23  -4.45  0.277
H  -3.27  0.55  0.07  0.224
H  -0.78  4.96  1.78  0.293

Output
orbital gap	8.3	eV
multiplicity	1
net charge	-1
electronic energy	-28261.7117	eV



How do the records compare in F_max? In the order shown, they have 0.86, 6.84, 10.66, 2.55 eV/Å.